Below is a 2-piece molecular cluster, C6H15NO overall in a non-equilibrium geometry, with properties calculated with ωB97M-V/def2-TZVPD.

SMILES string: C/C=C/CCCN.O
HOMO-LUMO gap: 9.5 eV
HOMO energy: -0.3291 Ha
Largest force on an atom: 0.098 Eh/bohr
Energy above the lowest of the compared OMol25 structures with the same formula, charge and spin: 68.4 kcal/mol
Molecular weight: 117.2 u

Each atom is followed by the atoms it is bonded to, with distances in Å.
Atoms and positions in Å:
1 H 2.51 -0.27 1.27  C6 1.086
2 C -3.04 -0.32 0.36  C3 1.499, H8 1.135, H18 1.121, H21 1.123
3 C -1.60 -0.54 -0.01  C2 1.499, H5 1.020, C19 1.377
4 H 0.23 1.55 0.33  C9 1.118
5 H -1.29 -0.35 -0.96  C3 1.020
6 C 1.83 -0.01 0.47  H1 1.086, C9 1.558, H15 1.101, C20 1.551
7 H 2.03 1.41 2.59  N14 0.978
8 H -3.86 -0.99 -0.06  C2 1.135
9 C 1.26 1.41 0.73  H4 1.118, C6 1.558, H11 1.139, N14 1.491
10 H 0.48 0.98 2.56  N14 1.030
11 H 1.99 2.22 0.38  C9 1.139
12 H 0.28 -0.45 -3.63  O23 1.044
13 H -0.76 -1.41 1.83  C19 1.100
14 N 1.17 1.66 2.20  H7 0.978, C9 1.491, H10 1.030
15 H 2.47 0.26 -0.39  C6 1.101
16 H 0.65 -1.11 -0.90  C20 1.143
17 H 1.23 -2.14 0.43  C20 1.052
18 H -3.41 0.56 -0.23  C2 1.121
19 C -0.61 -1.05 0.80  C3 1.377, H13 1.100, C20 1.569
20 C 0.84 -1.18 0.23  C6 1.551, H16 1.143, H17 1.052, C19 1.569
21 H -3.21 -0.09 1.45  C2 1.123
22 H 0.01 0.13 -4.93  O23 0.962
23 O 0.79 -0.27 -4.52  H12 1.044, H22 0.962

These are the Löwdin partial charges, in e, on atoms 1 to 6:
1. H 0.092
2. C -0.120
3. C -0.175
4. H 0.104
5. H 0.052
6. C -0.209